{"formula": "C4H8INO4", "method": "ωB97M-V with the def2-TZVPD basis set", "multiplicity": 1, "homo_energy_ev": -8.95, "orbital_gap_ev": 9.128, "e_above_lowest_kj_mol": 268.9, "total_energy_ev": -22052.8709, "smiles": "C[C@@H](O)/C(I)=[N+](\\[O-])O.C=O", "lumo_ev": 0.18, "species": ["I", "O", "O", "O", "O", "N", "C", "C", "C", "C", "H", "H", "H", "H", "H", "H", "H", "H"], "coordinates": [[-2.7840, 0.3758, -0.3272], [1.5269, 0.6144, -0.4439], [-0.2470, -0.9176, 2.2587], [-1.5185, -1.7641, -1.8436], [0.7007, -1.6494, -1.4862], [-0.4089, -1.1535, -1.2750], [-0.7680, -0.0233, -0.7266], [0.0038, 1.8559, 0.9774], [0.1719, 1.1011, -0.3323], [0.6687, -1.1595, 1.5488], [0.9234, 1.6890, 1.4292], [1.6583, -0.7353, 1.7893], [1.6559, 0.2387, -1.3288], [0.5132, -1.9147, 0.7665], [-0.1402, 2.8602, 0.8351], [0.0476, 1.8382, -1.1293], [-0.7707, 1.4435, 1.5504], [-1.2332, -2.6993, -2.2624]], "atomic_forces_ev_per_a": [[0.2551, -0.0185, -0.2511], [-0.2307, 0.7087, 0.2949], [-1.7639, 0.7822, 1.2692], [0.1777, -3.7281, -1.5649], [0.5621, -0.5170, -0.3428], [-1.3595, 1.5770, -0.4376], [-0.4031, 0.0753, 0.9717], [-0.0505, -2.3677, -1.1869], [1.1105, -0.3627, -1.6577], [1.1141, -1.1768, 0.0882], [1.5974, -0.0760, 1.3771], [0.1227, -0.1324, -0.5637], [-0.0633, -0.0405, 0.4026], [0.7458, 0.1603, -0.2694], [-0.3927, 2.4170, -0.4872], [-0.2260, 0.0592, -0.2690], [-0.9645, -0.4460, 1.0022], [-0.2312, 3.0862, 1.6242]]}